2 unconnected molecules or ions with the total composition C6H13O2 in a non-equilibrium geometry. Source: the OMol25 dataset; level of theory: wB97M-V/def2-TZVPD.

Each atom is followed by the atoms it is bonded to, with distances in Å.
Element x y z (Å)
1 C 1.63835 0.50745 -0.30283  C2 1.544, C3 1.544, H4 1.091, H5 1.092
2 C 1.21897 -0.60413 -1.28845  C1 1.544, H6 1.093, H7 1.080, H10 1.089
3 C 3.09597 0.94397 -0.56791  C1 1.544, H8 1.098, H9 1.085, H11 1.096
4 H 0.92872 1.33029 -0.40029  C1 1.091
5 H 1.49774 0.15649 0.72182  C1 1.092
6 H 0.12637 -0.64495 -1.29127  C2 1.093
7 H 1.53189 -1.57484 -0.93192  C2 1.080
8 H 3.67333 1.04760 0.36066  C3 1.098
9 H 3.56006 0.25178 -1.26208  C3 1.085
10 H 1.62480 -0.39090 -2.27593  C2 1.089
11 H 3.19842 1.95260 -0.98471  C3 1.096
12 C -2.82559 -0.11354 0.87317  C13 1.533, C14 1.561, H17 1.096, H18 1.096
13 C -1.81005 -0.90401 1.70648  C12 1.533, H19 1.096, H20 1.074, H21 1.089
14 C -2.19277 0.30217 -0.49168  C12 1.561, O15 1.248, O16 1.251
15 O -2.30653 -0.51729 -1.42559  C14 1.248
16 O -1.58258 1.39325 -0.44000  C14 1.251
17 H -3.77302 -0.66438 0.83785  C12 1.096
18 H -3.03438 0.81278 1.42091  C12 1.096
19 H -0.83153 -0.42999 1.56569  C13 1.096
20 H -1.72071 -1.92996 1.40109  C13 1.074
21 H -2.01748 -0.92436 2.77497  C13 1.089

Summary:
HOMO ... -0.1491 Eh
Molecular weight ... 117.17 u
Total charge ... -1
HOMO-LUMO gap ... 7.92 eV

Here are the natural (NBO) charges for atoms 1 to 2, given in e: number 1, C, carries -0.415; number 2, C, carries -0.618



A gas-phase ion, C10H13N4S (charge +1) in a non-equilibrium geometry. Source: the OMol25 dataset; level of theory: wB97M-V/def2-TZVPD.

Each atom is followed by the atoms it is bonded to, with distances in Å.
Element x y z (Å)
1 C -4.00571 2.74879 -0.66746  C2 1.402, C4 1.410, H16 1.110
2 C -3.32799 2.77136 0.56017  C1 1.402, N12 1.362, H17 1.062
3 C -1.88844 1.06032 -0.18588  C5 1.384, N12 1.341
4 C -3.72570 1.73701 -1.60866  C1 1.410, C5 1.409, N13 1.370
5 C -2.67718 0.84644 -1.30304  C3 1.384, C4 1.409, S15 1.765
6 C -0.56185 -0.64756 -0.32294  N11 1.229, N14 1.307
7 C 3.67813 -1.71923 0.57706  C8 1.558, C9 1.528, H18 1.082, H19 1.113
8 C 3.19546 -0.25360 0.36233  C7 1.558, C10 1.546, H20 1.118, H21 1.159
9 C 2.34288 -2.23395 0.04115  C7 1.528, C10 1.538, H22 1.105, H23 1.053
10 C 1.96994 -0.80887 -0.39944  C8 1.546, C9 1.538, N14 1.578, H24 1.129
11 N -0.96299 -1.05112 -1.41185  C6 1.229, S15 1.606
12 N -2.24624 1.96386 0.73787  C2 1.362, C3 1.341, H25 1.101
13 N -4.42247 1.78533 -2.78714  C4 1.370, H26 0.954, H27 1.053
14 N 0.58051 -0.55748 0.30584  C6 1.307, C10 1.578, H28 1.020
15 S -2.31468 -0.64315 -2.17748  C5 1.765, N11 1.606
16 H -4.73874 3.53436 -0.94600  C1 1.110
17 H -3.68445 3.35918 1.37009  C2 1.062
18 H 4.37620 -1.93050 -0.22171  C7 1.082
19 H 3.97769 -2.21646 1.52726  C7 1.113
20 H 2.95070 0.27322 1.31776  C8 1.118
21 H 3.89116 0.47723 -0.20744  C8 1.159
22 H 2.47315 -2.92676 -0.80982  C9 1.105
23 H 1.71088 -2.61491 0.79209  C9 1.053
24 H 1.87285 -0.53604 -1.49056  C10 1.129
25 H -1.70656 2.25415 1.65234  N12 1.101
26 H -5.13265 2.42125 -2.75444  N13 0.954
27 H -4.08496 1.37787 -3.69738  N13 1.053
28 H 0.73016 -0.53083 1.31468  N14 1.020

Summary:
HOMO ... -0.4295 Eh
Molecular weight ... 221.31 u
Total charge ... +1
HOMO-LUMO gap ... 8.12 eV

Here are the natural (NBO) charges for atoms 1 to 2, given in e: number 1, C, carries -0.300; number 2, C, carries 0.081



- HOMO of number 1 (C6H13O2)?
  -0.1491 Eh



- Which of these has the highest total charge?
  C10H13N4S



- Which value of total charge does entry 1 give?
  -1



- Which value of HOMO-LUMO gap does entry 2 give?
  8.12 eV